# 1
Below is 10 unconnected molecules or ions with the total composition C50H54ClN9O5S, with properties calculated with the ωB97M-V functional and the def2-TZVPD basis.

CARTESIAN COORDINATES (ANGSTROEM)
C (-1.309, -3.507, 5.295)
C (-1.388, -3.101, 3.826)
C (-0.425, -1.978, 3.481)
Cl (-0.828, -0.493, 4.402)
C (-0.251, -1.739, 1.954)
O (0.859, -2.469, 1.560)
C (-0.118, -0.286, 1.444)
O (-1.419, 0.104, 0.927)
S (-2.457, -1.068, 1.034)
O (-3.217, -0.936, 2.229)
O (-3.121, -1.274, -0.205)
O (-1.380, -2.229, 1.189)
H (-1.758, -4.492, 5.437)
H (-0.275, -3.558, 5.643)
H (-1.853, -2.804, 5.927)
H (-1.131, -3.954, 3.191)
H (-2.405, -2.801, 3.574)
H (0.571, -2.270, 3.812)
H (0.583, -3.259, 1.072)
H (0.560, -0.294, 0.594)
H (0.219, 0.439, 2.176)
C (1.275, -8.267, 1.408)
C (2.454, -7.543, 1.498)
C (2.375, -6.171, 1.683)
N (1.224, -5.506, 1.772)
C (0.101, -6.217, 1.676)
C (0.070, -7.591, 1.497)
H (1.292, -9.340, 1.266)
H (3.417, -8.029, 1.427)
H (3.276, -5.572, 1.763)
H (-0.826, -5.654, 1.743)
H (-0.873, -8.119, 1.420)
C (-3.922, 1.758, -1.247)
C (-4.249, 2.563, -0.167)
C (-4.348, 3.932, -0.366)
N (-4.160, 4.520, -1.546)
C (-3.858, 3.734, -2.578)
C (-3.720, 2.358, -2.479)
H (-3.806, 0.690, -1.122)
H (-4.410, 2.140, 0.816)
H (-4.582, 4.592, 0.462)
H (-3.705, 4.236, -3.528)
H (-3.461, 1.772, -3.351)
C (2.748, 2.093, -3.094)
C (3.558, 1.344, -2.252)
C (3.159, 1.169, -0.937)
N (2.032, 1.675, -0.432)
C (1.257, 2.380, -1.257)
C (1.573, 2.618, -2.586)
H (3.034, 2.260, -4.125)
H (4.488, 0.916, -2.603)
H (3.775, 0.601, -0.247)
H (0.354, 2.800, -0.830)
H (0.909, 3.220, -3.191)
C (-0.282, 7.809, 0.204)
C (1.029, 7.436, -0.050)
C (1.260, 6.339, -0.868)
N (0.282, 5.617, -1.413)
C (-0.974, 5.979, -1.154)
C (-1.308, 7.065, -0.360)
H (-0.501, 8.661, 0.835)
H (1.860, 7.977, 0.381)
H (2.271, 6.010, -1.080)
H (-1.752, 5.366, -1.595)
H (-2.347, 7.312, -0.188)
C (1.424, -11.758, -2.625)
C (2.139, -12.583, -1.772)
C (1.849, -12.542, -0.416)
N (0.916, -11.754, 0.113)
C (0.234, -10.970, -0.719)
C (0.450, -10.932, -2.088)
H (1.624, -11.758, -3.689)
H (2.910, -13.244, -2.145)
H (2.391, -13.172, 0.281)
H (-0.521, -10.335, -0.264)
H (-0.132, -10.268, -2.713)
C (6.703, 5.434, 1.594)
C (6.007, 4.298, 1.213)
C (4.939, 4.437, 0.338)
N (4.546, 5.609, -0.155)
C (5.221, 6.693, 0.219)
C (6.303, 6.660, 1.086)
H (7.541, 5.365, 2.275)
H (6.280, 3.320, 1.585)
H (4.368, 3.572, 0.019)
H (4.879, 7.635, -0.197)
H (6.815, 7.573, 1.355)
C (-5.880, -8.501, 0.825)
C (-5.035, -7.580, 1.424)
C (-3.678, -7.858, 1.459)
N (-3.137, -8.963, 0.949)
C (-3.961, -9.839, 0.378)
C (-5.332, -9.655, 0.290)
H (-6.946, -8.321, 0.775)
H (-5.416, -6.665, 1.855)
H (-2.989, -7.158, 1.921)
H (-3.499, -10.733, -0.027)
H (-5.952, -10.402, -0.186)
C (-3.955, 9.375, 3.924)
C (-3.250, 10.354, 4.605)
C (-1.866, 10.263, 4.647)
N (-1.174, 9.283, 4.071)
C (-1.865, 8.347, 3.425)
C (-3.249, 8.348, 3.319)
H (-5.036, 9.411, 3.866)
H (-3.757, 11.175, 5.093)
H (-1.283, 11.014, 5.169)
H (-1.282, 7.556, 2.965)
H (-3.754, 7.562, 2.776)
C (1.960, 5.231, -8.122)
C (1.563, 4.999, -6.815)
C (2.497, 4.491, -5.924)
N (3.754, 4.205, -6.254)
C (4.120, 4.432, -7.513)
C (3.267, 4.943, -8.480)
H (1.263, 5.630, -8.848)
H (0.554, 5.208, -6.487)
H (2.222, 4.307, -4.891)
H (5.149, 4.192, -7.760)
H (3.622, 5.108, -9.488)

Summary:
Spin multiplicity = 1
HOMO = -9.15 eV
SMILES = CC[C@H](Cl)[C@]1(O)COS(=O)(=O)O1.c1ccncc1.c1ccncc1.c1ccncc1.c1ccncc1.c1ccncc1.c1ccncc1.c1ccncc1.c1ccncc1.c1ccncc1
E = -99730.154 eV
Frontier orbital gap = 9.7 eV



# 2
Below is 2 unconnected molecules or ions with the total composition C3H8N4S, with properties calculated with the ωB97M-V functional and the def2-TZVPD basis.

CARTESIAN COORDINATES (ANGSTROEM)
C (1.355, 0.517, -0.355)
C (0.311, -0.326, 0.221)
C (-2.216, -0.148, -0.198)
H (2.673, -0.868, 0.662)
H (3.564, -0.668, -1.506)
H (1.226, 1.403, 0.312)
H (1.108, 0.627, -1.337)
H (-0.808, -1.552, 0.949)
H (-1.545, 2.344, 1.496)
H (-2.947, 0.728, -0.199)
H (-1.660, -2.042, -0.366)
N (2.749, 0.001, -0.128)
N (0.324, -1.379, 0.879)
N (-0.919, 0.483, -0.162)
N (-2.528, -1.374, -0.388)
S (-0.686, 2.253, 0.122)

Summary:
Spin multiplicity = 1
HOMO = -9.12 eV
E = -20028.751 eV
Energy relative to the best compared isomer or geometry (same formula, charge and spin) = 722.3 kJ/mol
Frontier orbital gap = 8.7 eV



# 3
Below is 2 unconnected molecules or ions with the total composition C4H8Br2Si, with properties calculated with the ωB97M-V functional and the def2-TZVPD basis.

CARTESIAN COORDINATES (ANGSTROEM)
C (-0.432, -1.731, -1.106)
C (0.493, -0.916, -1.607)
C (-0.417, 0.611, 1.590)
C (0.811, 1.195, 0.768)
Si (1.525, 0.181, -0.553)
Br (3.641, 0.677, -0.971)
Br (-4.231, 0.000, -0.785)
H (-0.790, -1.703, -0.052)
H (-0.991, -2.371, -1.792)
H (0.821, -0.830, -2.662)
H (-0.607, 0.966, 2.581)
H (-1.298, 0.707, 1.050)
H (-0.367, -0.547, 1.699)
H (1.414, 1.626, 1.478)
H (0.428, 2.135, 0.363)

Summary:
Spin multiplicity = 1
HOMO = -6.47 eV
E = -152237.687 eV
Energy relative to the best compared isomer or geometry (same formula, charge and spin) = 406.0 kJ/mol
Frontier orbital gap = 3.4 eV



# 4
Below is a gas-phase ion, C4H9IN3 (charge +1), with properties calculated with the ωB97M-V functional and the def2-TZVPD basis.

CARTESIAN COORDINATES (ANGSTROEM)
C (-1.824, -0.405, -0.271)
C (-0.441, -0.181, 0.282)
C (-0.357, 0.869, 1.376)
N (0.172, -1.371, 0.546)
N (1.306, -1.511, 0.157)
C (1.789, -0.473, -0.727)
I (3.459, 0.389, 0.241)
N (0.625, 0.425, -0.923)
H (-1.783, -0.508, -1.422)
H (-2.563, 0.351, 0.209)
H (-2.241, -1.403, 0.006)
H (0.732, 0.926, 1.743)
H (-0.850, 0.416, 2.122)
H (-1.016, 1.773, 1.060)
H (2.036, -1.001, -1.597)
H (0.842, 1.509, -0.894)
H (0.114, 0.196, -1.910)

Summary:
Spin multiplicity = 1
HOMO = -14.06 eV
SMILES = CC1(C)N=N[C@H](I)[NH2+]1
E = -16855.202 eV
Energy relative to the best compared isomer or geometry (same formula, charge and spin) = 364.4 kJ/mol
Frontier orbital gap = 9.7 eV
Total charge = +1



# 5
Below is C4H6N2S in the gas phase, with properties calculated with the ωB97M-V functional and the def2-TZVPD basis.

CARTESIAN COORDINATES (ANGSTROEM)
S (-1.755, 2.250, 1.038)
N (-1.024, 1.104, 0.265)
N (-0.750, 0.960, -0.929)
C (-0.391, -0.324, -1.282)
C (1.062, -0.595, -0.780)
C (1.174, -0.425, 0.541)
C (-0.089, -0.025, 1.273)
H (-0.548, -0.370, -2.417)
H (-1.055, -1.053, -0.863)
H (1.966, -0.578, -1.362)
H (2.090, -0.590, 1.048)
H (-0.752, -0.888, 1.259)
H (0.074, 0.535, 2.209)

Summary:
Spin multiplicity = 1
HOMO (spin up / spin down) = -8.49 / -8.49 eV
SMILES = [S-][N+]1=NCC=CC1
E = -18056.711 eV
Energy relative to the best compared isomer or geometry (same formula, charge and spin) = 411.3 kJ/mol
Frontier orbital gap (spin up / spin down) = 8.4 / 8.4 eV



# 6
Below is a molecular structure, C12H12N3OPSZr, with properties calculated with the ωB97M-V functional and the def2-TZVPD basis.

CARTESIAN COORDINATES (ANGSTROEM)
C (2.560, -3.023, 1.973)
C (2.440, -1.841, 2.285)
C (2.253, -0.324, 2.584)
C (1.716, 0.223, 1.207)
C (0.206, 0.350, 1.015)
C (-0.292, 0.820, -0.281)
C (-1.870, 0.926, -0.528)
C (-2.715, -0.143, 0.283)
C (-2.916, -1.686, -0.140)
N (-3.326, 0.313, 1.386)
C (0.731, 1.194, -1.394)
P (0.106, 1.836, -3.060)
O (1.255, 2.129, -3.969)
C (2.183, 1.059, -1.175)
N (3.270, 1.300, -2.037)
S (4.696, 0.944, -1.268)
N (4.113, 0.453, 0.267)
C (2.761, 0.560, 0.154)
H (2.534, -3.941, 1.325)
H (3.259, 0.108, 2.849)
H (1.512, -0.204, 3.422)
H (-0.437, 0.073, 1.897)
H (-2.014, 0.657, -1.624)
H (-2.239, 1.979, -0.367)
H (-3.934, -2.126, 0.244)
H (-2.101, -2.380, 0.213)
H (-2.956, -1.756, -1.264)
H (-3.823, -0.508, 1.792)
H (-0.657, 3.026, -2.770)
H (-0.821, 0.925, -3.689)
Zr (-5.342, -1.072, 0.859)

Summary:
Spin multiplicity = 1
HOMO = -21.39 eV
E = -40499.674 eV
Energy relative to the best compared isomer or geometry (same formula, charge and spin) = 0.0 kJ/mol
Frontier orbital gap = 4.3 eV
Total charge = +4



# 7
Below is a gas-phase ion, C9H14NO2 (charge +1), with properties calculated with the ωB97M-V functional and the def2-TZVPD basis.

CARTESIAN COORDINATES (ANGSTROEM)
C (0.945, 2.348, 0.833)
O (0.337, 1.663, -0.249)
C (0.299, 0.263, -0.214)
N (-0.762, -0.093, -1.223)
C (-0.953, -1.551, -1.341)
C (-2.044, 0.601, -0.992)
C (0.056, -0.321, 1.139)
C (1.012, -0.984, 1.798)
C (2.320, -1.239, 1.242)
C (2.666, -0.923, -0.022)
C (1.730, -0.329, -0.938)
O (1.804, -0.194, -2.129)
H (0.756, 3.401, 0.634)
H (2.021, 2.167, 0.866)
H (0.496, 2.075, 1.791)
H (-0.360, 0.260, -2.108)
H (-1.136, -1.973, -0.355)
H (-1.804, -1.765, -1.985)
H (-0.070, -2.023, -1.768)
H (-2.552, 0.161, -0.137)
H (-1.856, 1.656, -0.802)
H (-2.674, 0.507, -1.873)
H (-0.895, -0.099, 1.601)
H (0.815, -1.361, 2.792)
H (3.039, -1.729, 1.885)
H (3.634, -1.186, -0.429)

Summary:
Spin multiplicity = 1
HOMO = -13.44 eV
SMILES = CO[C@]1([NH+](C)C)C=CC=CC1=O
E = -15137.056 eV
Energy relative to the best compared isomer or geometry (same formula, charge and spin) = 26.0 kJ/mol
Frontier orbital gap = 8.7 eV
Total charge = +1



# 8
Below is C24H19N3O2 in the gas phase, with properties calculated with the ωB97M-V functional and the def2-TZVPD basis.

CARTESIAN COORDINATES (ANGSTROEM)
C (-8.654, -1.058, -0.102)
C (-7.197, -0.550, -0.636)
O (-7.030, 0.200, -1.666)
N (-6.300, -0.929, 0.205)
C (-4.962, -0.788, 0.017)
C (-4.226, -1.177, 1.243)
C (-2.903, -0.973, 1.361)
C (-2.263, -0.089, 0.039)
N (-0.853, 0.002, -0.009)
C (0.139, -0.088, 1.005)
O (-0.038, -0.880, 1.827)
C (1.390, 0.302, 0.662)
C (2.517, -0.732, 0.445)
C (3.715, -0.183, 0.032)
C (4.902, -1.106, -0.160)
C (6.185, -0.479, -0.180)
C (7.217, -1.468, -0.415)
C (7.065, -2.745, -0.539)
C (5.719, -3.393, -0.699)
C (4.630, -2.482, -0.509)
N (4.098, 1.242, -0.374)
C (2.996, 2.096, -0.024)
C (3.290, 3.396, -0.494)
C (2.278, 4.470, -0.066)
C (1.106, 4.159, 0.296)
C (0.711, 2.793, 0.667)
C (1.710, 1.880, 0.050)
C (-3.110, 0.395, -0.957)
C (-4.375, 0.080, -0.873)
H (-8.802, -0.718, 0.779)
H (-8.608, -2.254, -0.083)
H (-9.325, -0.898, -0.868)
H (-6.733, -1.381, 0.966)
H (-4.655, -1.804, 2.026)
H (-2.292, -1.264, 2.021)
H (-0.737, 0.803, -0.462)
H (2.388, -1.685, 0.788)
H (6.208, 0.586, 0.175)
H (8.238, -1.020, -0.185)
H (7.872, -3.434, -0.417)
H (5.598, -4.303, -1.071)
H (3.703, -2.600, -0.592)
H (4.257, 3.594, -0.626)
H (2.673, 5.571, -0.451)
H (0.399, 4.645, 0.398)
H (-0.124, 2.527, 0.865)
H (-2.725, 1.040, -1.770)
H (-5.093, 0.701, -1.641)

Summary:
Spin multiplicity = 1
HOMO = -7.70 eV
SMILES = CC(=O)Nc1ccc(NC(=O)c2cc(-c3ccccc3)nc3ccccc23)cc1
E = -33746.997 eV
Energy relative to the best compared isomer or geometry (same formula, charge and spin) = 1576.7 kJ/mol
Frontier orbital gap = 6.2 eV



# 9
Below is C5H7NO2 in the gas phase, with properties calculated with the ωB97M-V functional and the def2-TZVPD basis.

CARTESIAN COORDINATES (ANGSTROEM)
C (0.832, -0.980, 0.918)
C (0.292, -0.355, -0.362)
C (1.282, 0.604, -1.058)
C (-0.036, 1.030, -0.399)
O (-0.624, 1.530, 0.822)
N (-1.833, 0.747, 0.764)
C (-1.851, -0.341, 0.031)
O (-0.956, -1.045, -0.702)
H (0.015, -1.241, 1.567)
H (1.405, -0.176, 1.454)
H (1.479, -1.812, 0.707)
H (1.297, 0.746, -2.103)
H (2.269, 0.698, -0.580)
H (-0.728, 1.344, -1.202)
H (-2.844, -0.748, 0.143)

Summary:
Spin multiplicity = 1
HOMO = -9.44 eV
SMILES = C[C@]12C[C@@H]1ON=CO2
E = -10878.274 eV
Energy relative to the best compared isomer or geometry (same formula, charge and spin) = 515.6 kJ/mol
Frontier orbital gap = 10.3 eV



# 10
Below is 8 unconnected molecules or ions with the total composition C27H52Br14N2O4S, with properties calculated with the ωB97M-V functional and the def2-TZVPD basis.

CARTESIAN COORDINATES (ANGSTROEM)
C (0.438, -1.001, 2.893)
C (-0.372, 0.137, 2.571)
C (0.157, 1.343, 1.742)
C (-0.562, 1.405, 0.317)
N (-2.015, 1.502, 0.399)
C (-2.477, 2.581, 0.946)
C (-2.744, 2.777, 2.486)
C (-2.888, 3.823, 0.062)
C (-0.224, 0.012, -0.377)
C (-0.150, 0.075, -1.968)
C (1.336, -0.261, -2.404)
N (2.024, 0.716, -3.259)
S (-0.883, 1.591, -2.686)
O (-2.368, 1.425, -2.557)
O (-0.613, 1.780, -4.139)
O (-0.490, 2.899, -1.752)
C (0.155, 2.531, -0.517)
O (0.396, 3.717, 0.206)
C (1.707, 4.232, -0.061)
C (2.779, 3.751, 0.990)
H (1.188, -0.925, 3.718)
H (0.315, -1.941, 2.314)
H (-1.414, 0.121, 2.985)
H (0.101, 2.326, 2.280)
H (1.252, 1.136, 1.580)
H (-2.677, 3.870, 2.722)
H (-3.784, 2.365, 2.663)
H (-2.002, 2.262, 3.131)
H (-3.966, 4.050, 0.303)
H (-2.876, 3.569, -1.024)
H (-2.262, 4.710, 0.309)
H (0.718, -0.346, 0.098)
H (-1.022, -0.715, -0.087)
H (-0.792, -0.769, -2.333)
H (2.022, -0.467, -1.539)
H (1.311, -1.223, -2.983)
H (1.970, 1.669, -2.913)
H (1.687, 0.649, -4.217)
H (1.171, 2.120, -0.796)
H (2.065, 4.011, -1.098)
H (1.672, 5.349, 0.027)
H (3.732, 4.313, 0.833)
H (2.446, 3.952, 2.042)
H (2.983, 2.656, 0.924)
Br (3.208, -1.618, 5.496)
C (2.543, -3.051, 6.637)
C (1.287, -3.658, 6.068)
Br (-0.258, -2.512, 6.372)
H (2.406, -2.629, 7.629)
H (3.345, -3.787, 6.667)
H (1.050, -4.594, 6.574)
H (1.344, -3.834, 4.996)
Br (4.249, -2.936, -0.469)
C (5.323, -2.928, -2.098)
C (4.627, -2.186, -3.206)
Br (3.196, -3.257, -3.989)
H (5.534, -3.967, -2.343)
H (6.251, -2.427, -1.825)
H (5.314, -1.987, -4.027)
H (4.179, -1.253, -2.880)
Br (7.918, -0.964, -5.492)
C (6.912, 0.630, -5.986)
C (6.779, 1.577, -4.823)
Br (5.438, 0.953, -3.555)
H (5.954, 0.292, -6.374)
H (7.483, 1.089, -6.792)
H (6.423, 2.551, -5.159)
H (7.705, 1.707, -4.267)
Br (-3.085, -1.347, -8.248)
C (-3.436, -1.002, -6.361)
C (-2.251, -0.361, -5.689)
Br (-0.848, -1.669, -5.328)
H (-3.721, -1.951, -5.914)
H (-4.292, -0.328, -6.350)
H (-2.530, 0.034, -4.712)
H (-1.799, 0.432, -6.278)
Br (-1.898, -5.853, -1.864)
C (-1.094, -4.097, -1.606)
C (0.261, -4.203, -0.957)
Br (0.110, -4.562, 0.955)
H (-1.802, -3.507, -1.028)
H (-1.007, -3.674, -2.608)
H (0.795, -3.254, -1.026)
H (0.879, -4.992, -1.378)
Br (-4.121, -5.387, 8.228)
C (-3.959, -4.261, 6.646)
C (-3.778, -5.087, 5.399)
Br (-1.961, -5.775, 5.262)
H (-3.134, -3.576, 6.828)
H (-4.891, -3.698, 6.601)
H (-3.918, -4.474, 4.509)
H (-4.445, -5.944, 5.352)
Br (-7.541, 3.309, 3.232)
C (-6.445, 4.427, 2.074)
C (-5.642, 5.418, 2.874)
Br (-6.744, 6.905, 3.483)
H (-7.115, 4.896, 1.357)
H (-5.788, 3.733, 1.550)
H (-4.869, 5.874, 2.255)
H (-5.181, 4.983, 3.758)

Summary:
Spin multiplicity = 1
HOMO = -7.41 eV
SMILES = C=CC[C@]1(N=C(C)C)C[C@H](CN)S(=O)(=O)O[C@H]1OCC.BrCCBr.BrCCBr.BrCCBr.BrCCBr.BrCCBr.BrCCBr.BrCCBr
E = -1031435.546 eV
Frontier orbital gap = 7.0 eV



Number 1: F_max 0.467 eV Å⁻¹. Number 2: F_max 5.695 eV Å⁻¹. Number 3: F_max 3.685 eV Å⁻¹. Number 4: F_max 4.039 eV Å⁻¹. Number 5: F_max 5.090 eV Å⁻¹. Number 6: F_max 4.136 eV Å⁻¹. Number 7: F_max 2.872 eV Å⁻¹. Number 8: F_max 16.716 eV Å⁻¹. Number 9: F_max 2.361 eV Å⁻¹. Number 10: F_max 6.311 eV Å⁻¹.